37
Properties=species:S:1:pos:R:3:nbo_charge:R:1 method="wB97M-V/def2-TZVPD" e_tot_ev=-25439.447 de_lowest_kcal_mol=52.1 molar_mass_g_mol=320.19 fmax_ev_per_a=2.729 charge=-1
I -37.375 39.685 3.797 -0.961
C -40.423 40.983 -2.521 -0.241
O -39.403 41.367 -1.642 -0.534
C -38.842 40.283 -0.916 -0.057
C -39.766 39.787 0.198 -0.271
N -39.908 40.861 1.132 -0.623
C -41.252 40.786 1.677 -0.230
C -42.334 41.418 0.722 -0.071
O -41.920 42.461 -0.093 -0.526
C -42.913 42.738 -1.125 -0.266
H -41.252 40.636 -1.905 0.161
H -40.103 40.185 -3.191 0.150
H -40.799 41.821 -3.108 0.181
H -37.873 40.567 -0.505 0.203
H -38.689 39.496 -1.655 0.138
H -39.338 38.975 0.785 0.207
H -40.666 39.359 -0.244 0.170
H -39.350 40.526 1.904 0.398
H -41.269 41.292 2.643 0.209
H -41.645 39.797 1.910 0.154
H -43.071 41.821 1.416 0.155
H -42.825 40.602 0.190 0.141
H -42.433 43.550 -1.673 0.196
H -43.734 43.248 -0.622 0.162
H -43.355 41.935 -1.716 0.173
C -40.586 37.758 5.754 -0.657
C -41.571 38.953 5.813 0.115
C -42.044 39.363 7.255 -0.623
O -40.970 40.104 5.161 -0.753
H -40.837 36.904 6.383 0.195
H -39.589 38.067 6.067 0.234
H -40.411 37.317 4.773 0.222
H -42.470 38.609 5.301 0.142
H -42.385 38.408 7.654 0.189
H -42.976 39.930 7.260 0.205
H -41.308 39.691 7.988 0.213
H -40.180 39.842 4.683 0.501

36
Properties=species:S:1:pos:R:3:nbo_charge:R:1 method="wB97M-V/def2-TZVPD" e_tot_ev=-15656.550 de_lowest_kcal_mol=76.2 molar_mass_g_mol=187.31 fmax_ev_per_a=4.124 charge=+1
C -1.552 1.512 1.096 -0.485
C -0.095 1.286 1.599 -0.224
C -2.015 0.165 0.742 0.644
C 2.345 -2.313 -0.422 -0.661
C 2.221 2.000 -0.594 -0.652
C -2.084 0.680 -1.647 -0.431
C -2.551 -1.633 -0.825 -0.414
C 1.387 -1.254 -0.660 -0.180
C 2.671 0.849 0.089 -0.232
N 0.238 0.377 0.503 -0.666
N -2.380 -0.559 1.828 -0.773
N -2.325 -0.229 -0.515 -0.367
N 1.548 -0.130 0.404 -0.213
H -2.173 1.916 1.872 0.248
H -1.484 2.238 0.147 0.261
H 0.618 2.048 1.628 0.201
H -0.071 0.577 2.471 0.137
H 2.321 -2.926 -1.302 0.247
H 3.363 -2.100 -0.136 0.238
H 1.785 -2.973 0.353 0.213
H 2.936 2.391 -1.324 0.242
H 1.437 1.741 -1.218 0.235
H 2.031 2.861 0.053 0.224
H -2.433 0.314 -2.595 0.231
H -2.562 1.615 -1.501 0.216
H -0.947 0.841 -1.593 0.239
H -2.112 -2.180 -0.022 0.194
H -3.638 -1.817 -0.843 0.227
H -2.084 -1.965 -1.749 0.231
H 0.353 -1.571 -0.570 0.228
H 1.491 -0.688 -1.637 0.205
H 2.984 1.131 1.127 0.215
H 3.439 0.344 -0.495 0.224
H -1.810 -0.299 2.683 0.414
H -2.600 -1.550 1.781 0.410
H 1.747 -0.698 1.273 0.373

43
Properties=species:S:1:pos:R:3:nbo_charge:R:1 method="wB97M-V/def2-TZVPD" e_tot_ev=-56488.687 molar_mass_g_mol=352.39 fmax_ev_per_a=0.622 charge=-1
C -3.030 -3.079 0.648 -0.261
O -2.309 -4.196 1.140 -0.554
C -1.472 -3.895 2.243 -0.051
C -0.349 -2.884 1.952 -0.443
C 0.192 -2.899 0.515 -0.425
C 1.672 -3.275 0.469 -0.386
C 2.342 -3.270 -0.906 -0.661
S 1.943 -1.895 -1.972 2.324
O 2.980 -1.812 -2.974 -0.973
O 0.597 -2.093 -2.453 -0.968
N 2.063 -0.720 -0.875 -1.288
S 1.637 0.762 -1.120 2.059
O 2.676 1.634 -1.628 -0.970
O 0.312 0.971 -1.671 -0.975
P 1.364 1.292 0.951 1.231
O 0.544 0.375 1.782 -1.095
H -4.089 -3.178 0.905 0.162
H -2.928 -3.038 -0.437 0.193
H -2.656 -2.138 1.056 0.184
H -1.057 -4.854 2.557 0.173
H -2.088 -3.517 3.072 0.153
H 0.466 -3.109 2.649 0.199
H -0.673 -1.876 2.210 0.230
H 0.055 -1.913 0.077 0.246
H -0.375 -3.598 -0.102 0.211
H 2.234 -2.628 1.146 0.209
H 1.767 -4.295 0.862 0.189
H 2.053 -4.147 -1.487 0.226
H 3.427 -3.252 -0.805 0.231
H 2.655 1.535 1.464 -0.086
H 0.776 2.563 0.788 -0.083
C -1.800 5.493 -1.747 -0.632
C -1.181 5.269 -0.376 0.100
C 0.333 5.411 -0.411 -0.637
O -1.557 4.001 0.147 -0.723
H -1.421 4.751 -2.455 0.211
H -2.884 5.391 -1.697 0.212
H -1.558 6.486 -2.133 0.200
H -1.598 5.992 0.330 0.161
H 0.763 4.658 -1.077 0.219
H 0.756 5.262 0.583 0.212
H 0.632 6.396 -0.775 0.202
H -1.213 3.319 -0.446 0.475

46
Properties=species:S:1:pos:R:3:nbo_charge:R:1 method="wB97M-V/def2-TZVPD" e_tot_ev=-71421.082 de_lowest_kcal_mol=0.0 molar_mass_g_mol=416.46 fmax_ev_per_a=5.481 charge=-1
C 1.059 -2.547 -3.623 -0.602
C 0.790 -2.728 -2.128 -0.422
C 2.089 -3.000 -1.324 -0.077
O 3.137 -3.365 -2.232 -0.720
S 4.548 -2.672 -1.884 2.507
O 5.453 -3.144 -2.886 -0.952
O 4.843 -3.018 -0.523 -0.963
N 4.125 -1.139 -2.119 -1.276
S 5.214 -0.034 -1.811 2.198
O 5.621 0.688 -2.987 -0.955
O 6.309 -0.440 -0.972 -0.953
S 4.111 1.371 -0.652 -0.324
H 1.336 -3.473 -4.121 0.208
H 1.814 -1.779 -3.778 0.235
H 0.141 -2.198 -4.108 0.187
H 0.124 -3.567 -1.919 0.186
H 0.352 -1.786 -1.793 0.199
H 1.922 -3.816 -0.620 0.174
H 2.373 -2.131 -0.735 0.208
H 2.873 0.937 -0.922 0.141
O -2.248 0.680 3.120 -1.052
P -2.272 1.139 1.720 2.507
O -1.609 0.028 0.776 -0.795
C -2.263 -1.231 0.581 -0.069
C -3.531 -1.107 -0.245 -0.635
O -1.117 2.275 1.644 -0.828
C -0.461 2.746 2.821 -0.058
C 0.795 1.949 3.117 -0.634
O -3.187 1.868 0.615 -0.768
C -4.264 2.721 1.060 -0.068
C -3.779 3.922 1.848 -0.644
H -2.477 -1.692 1.549 0.182
H -1.550 -1.868 0.059 0.198
H -4.301 -0.548 0.290 0.198
H -3.931 -2.095 -0.476 0.214
H -3.332 -0.577 -1.176 0.221
H -1.145 2.735 3.670 0.180
H -0.202 3.790 2.635 0.175
H 0.626 0.879 3.001 0.225
H 1.143 2.140 4.133 0.207
H 1.594 2.221 2.426 0.217
H -4.969 2.134 1.653 0.177
H -4.783 3.048 0.161 0.192
H -3.359 3.626 2.811 0.215
H -4.610 4.601 2.042 0.215
H -3.003 4.457 1.301 0.228

44
Properties=species:S:1:pos:R:3:nbo_charge:R:1 method="wB97M-V/def2-TZVPD" e_tot_ev=-43685.224 de_lowest_kcal_mol=313.9 molar_mass_g_mol=334.26 fmax_ev_per_a=3.716 charge=+1
Al -1.133 2.151 4.031 0.999
F 1.574 4.220 0.575 -0.421
F -2.579 -2.117 5.308 -0.435
O -2.075 -1.275 -1.333 -1.037
P -2.051 -2.188 -2.502 2.353
N -1.066 -3.587 -2.214 -0.636
C -1.397 -4.320 -1.023 -0.440
C -0.325 -4.345 -3.242 -0.432
N -1.502 -1.518 -4.036 -0.701
C -0.531 -0.361 -4.098 -0.407
C -1.878 -1.951 -5.374 -0.416
N -3.610 -2.764 -2.922 -0.646
C -3.853 -3.827 -3.911 -0.424
C -4.740 -2.294 -2.129 -0.424
H -2.090 -5.106 -1.325 0.204
H -1.803 -3.630 -0.282 0.246
H -0.549 -4.755 -0.495 0.234
H 0.172 -3.582 -3.842 0.236
H -1.004 -5.073 -3.685 0.209
H 0.362 -5.062 -2.791 0.240
H -0.090 -0.098 -3.137 0.240
H 0.267 -0.698 -4.760 0.213
H -1.053 0.524 -4.463 0.220
H -2.953 -1.863 -5.532 0.211
H -1.410 -1.276 -6.090 0.237
H -1.688 -3.016 -5.514 0.203
H -4.247 -4.736 -3.456 0.231
H -4.540 -3.418 -4.651 0.229
H -2.950 -4.079 -4.466 0.212
H -5.691 -2.563 -2.589 0.225
H -4.708 -1.205 -2.158 0.241
H -4.713 -2.684 -1.112 0.236
C 5.055 7.068 5.026 -0.263
O 5.388 6.733 6.391 -0.520
C 4.768 5.599 6.866 0.996
O 3.954 4.865 6.278 -0.633
O 5.143 5.331 8.144 -0.515
C 5.998 6.200 8.959 -0.254
H 5.347 8.103 4.846 0.202
H 3.994 6.967 4.795 0.200
H 5.505 6.365 4.325 0.195
H 6.313 5.739 9.896 0.205
H 5.450 7.102 9.232 0.192
H 6.939 6.424 8.457 0.196

45
Properties=species:S:1:pos:R:3:nbo_charge:R:1 method="wB97M-V/def2-TZVPD" e_tot_ev=-335829.509 molar_mass_g_mol=634.41 fmax_ev_per_a=0.599
C -2.570 -2.128 1.913 -0.653
C -2.009 -2.203 0.504 -0.049
O -0.965 -3.161 0.382 -0.729
B 0.028 -3.303 1.305 0.784
O 0.331 -4.580 1.724 -0.919
Si 1.288 -1.774 1.874 1.057
O 0.490 -0.429 2.460 -1.258
Si 0.857 1.158 2.187 1.547
S 2.824 1.585 2.871 -0.430
C 0.545 1.528 0.378 -0.937
C 0.372 2.981 -0.054 -0.169
C 0.019 3.111 -1.539 -0.629
Cl 1.857 3.937 0.308 -0.079
H -3.530 -1.610 1.902 0.219
H -1.908 -1.573 2.579 0.228
H -2.743 -3.135 2.300 0.216
H -2.787 -2.527 -0.192 0.180
H -1.656 -1.217 0.170 0.165
H 0.390 -4.710 2.676 0.508
H 2.126 -1.339 0.724 -0.199
H 2.215 -2.268 2.920 -0.189
H -0.020 1.969 3.055 -0.200
H 3.461 1.077 1.805 0.148
H 1.319 1.055 -0.238 0.250
H -0.407 1.028 0.156 0.243
H -0.427 3.430 0.537 0.215
H 0.560 3.931 -2.008 0.236
H -1.051 3.296 -1.661 0.216
H 0.270 2.193 -2.075 0.204
Br 4.261 0.479 -0.780 -0.009
C 4.377 -0.288 -2.559 -0.446
C 3.553 -1.545 -2.677 -0.454
Br 4.357 -3.044 -1.746 -0.001
H 5.431 -0.466 -2.749 0.233
H 4.001 0.472 -3.241 0.229
H 3.468 -1.841 -3.720 0.230
H 2.562 -1.416 -2.249 0.229
Br -3.114 1.588 1.197 -0.004
C -4.104 0.945 -0.346 -0.450
C -3.668 1.615 -1.623 -0.456
Br -4.265 3.454 -1.741 0.001
H -5.153 1.114 -0.125 0.235
H -3.908 -0.124 -0.412 0.226
H -4.092 1.096 -2.480 0.233
H -2.585 1.638 -1.711 0.227

40
Properties=species:S:1:pos:R:3:mulliken_spin:R:1 method="wB97M-V/def2-TZVPD" e_tot_ev=-90345.797 multiplicity=2 de_lowest_kcal_mol=10.7 molar_mass_g_mol=302.21 fmax_ev_per_a=5.258 charge=+3
Br -9.722 5.316 -9.829 1.010
C -8.837 12.300 -9.685 0.000
C -9.146 11.283 -10.729 0.001
O -9.536 11.572 -11.771 0.000
N -9.138 9.738 -10.386 -0.003
H -8.439 9.237 -10.916 0.000
H -8.842 9.689 -9.422 0.000
C -10.562 9.182 -10.339 -0.003
H -8.153 11.822 -8.983 0.000
H -9.823 12.456 -9.248 0.000
H -8.451 13.250 -10.056 0.000
H -11.237 9.432 -11.158 0.002
H -11.022 9.576 -9.433 0.001
H -10.465 8.097 -10.304 0.008
C -7.879 6.030 -6.454 0.003
C -6.598 5.722 -7.280 0.003
O -5.650 5.127 -6.781 0.000
N -6.588 6.403 -8.665 0.006
H -6.074 5.815 -9.305 0.002
H -7.517 6.484 -9.054 -0.018
C -5.914 7.799 -8.734 -0.002
H -7.627 6.752 -5.677 0.000
H -7.986 5.072 -5.946 0.000
H -8.832 6.138 -6.972 -0.002
H -5.190 7.759 -9.548 0.000
H -5.436 7.946 -7.765 0.000
H -6.653 8.588 -8.872 0.001
C -11.489 4.619 -14.417 0.000
C -10.018 4.511 -14.158 0.000
O -9.345 3.699 -14.786 0.000
N -9.411 5.439 -13.115 0.012
H -9.938 6.295 -13.018 0.000
H -9.500 5.029 -12.196 -0.019
C -7.934 5.860 -13.369 0.003
H -12.061 4.109 -13.641 0.000
H -11.735 4.099 -15.343 0.000
H -11.825 5.653 -14.492 0.000
H -7.569 6.268 -12.426 -0.002
H -7.976 6.569 -14.196 0.000
H -7.329 5.014 -13.695 0.000

46
Properties=species:S:1:pos:R:3:mulliken_spin:R:1 method="wB97M-V/def2-TZVPD" e_tot_ev=-130693.585 multiplicity=2 de_lowest_kcal_mol=0.0 molar_mass_g_mol=452.39 fmax_ev_per_a=4.225
Br 1.514 0.678 -0.192 0.988
O -1.418 -2.560 -3.492 0.000
S -0.045 -3.032 -3.517 0.000
O 0.433 -4.024 -2.564 0.000
O 0.223 -3.674 -5.026 0.000
C 1.533 -4.062 -5.308 0.000
C 1.374 -5.065 -6.537 0.000
C 1.019 -1.571 -3.429 0.013
H 2.092 -4.434 -4.450 0.000
H 2.011 -3.187 -5.749 0.000
H 2.315 -5.327 -7.020 0.000
H 0.837 -4.585 -7.355 0.000
H 0.789 -5.933 -6.233 0.000
H 0.876 -1.090 -2.462 -0.008
H 0.769 -0.854 -4.211 0.000
H 2.014 -1.946 -3.669 0.000
O -3.791 3.776 1.564 0.000
S -2.502 3.282 2.029 0.001
O -1.847 3.972 3.186 0.000
O -2.705 1.651 2.303 0.000
C -3.610 0.833 1.582 0.000
C -2.847 -0.293 0.921 0.002
C -1.282 3.303 0.613 -0.003
H -4.177 1.341 0.802 0.000
H -4.224 0.455 2.400 0.000
H -3.495 -0.760 0.180 0.000
H -2.581 -1.001 1.706 0.000
H -1.923 0.125 0.519 -0.001
H -0.826 2.315 0.665 0.006
H -0.635 4.145 0.862 -0.001
H -1.761 3.478 -0.350 -0.003
O 2.798 -0.678 4.639 -0.001
S 1.734 0.316 4.493 0.000
O 1.068 0.826 5.682 0.001
O 2.327 1.525 3.555 0.001
C 1.508 2.611 3.307 0.003
C 2.345 3.728 2.888 -0.002
C 0.383 -0.366 3.307 0.001
H 0.958 2.918 4.197 0.000
H 0.767 2.440 2.525 -0.003
H 1.715 4.552 2.553 0.000
H 3.039 3.412 2.109 0.001
H 2.946 4.120 3.708 0.000
H -0.354 0.415 3.123 -0.003
H -0.139 -1.169 3.828 0.003
H 0.775 -0.606 2.319 0.006

41
Properties=species:S:1:pos:R:3:mulliken_spin:R:1 method="wB97M-V/def2-TZVPD" e_tot_ev=-62804.731 multiplicity=6 de_lowest_kcal_mol=44.5 molar_mass_g_mol=703.73 fmax_ev_per_a=4.781 charge=+3
I -0.230 2.012 1.766 0.719
I 0.739 -2.308 1.817 0.739
Ir -0.071 -0.198 -2.735 1.901
P -1.812 0.041 -1.586 0.257
C -2.598 0.003 -0.019 0.043
C -2.549 1.480 -2.417 0.043
H -3.547 1.162 -2.755 0.008
H -3.537 -1.219 -2.626 0.011
H -1.863 1.711 -3.249 0.007
H -1.852 -1.731 -3.184 0.023
H -2.360 0.927 0.530 -0.003
H -2.599 2.300 -1.679 -0.003
C -2.514 -1.484 -2.332 0.006
H -3.691 -0.091 -0.167 0.005
H -2.482 -2.255 -1.545 -0.007
H -2.183 -0.842 0.544 0.011
P 1.756 0.060 -1.660 0.229
C 2.486 0.161 -0.034 0.060
C 2.511 -1.470 -2.318 -0.001
H 1.886 1.736 -3.304 -0.007
H 3.543 1.160 -2.773 0.006
H 2.592 2.304 -1.714 -0.001
C 2.540 1.487 -2.457 0.012
H 1.896 -1.743 -3.190 0.000
H 3.541 -1.204 -2.584 0.007
H 3.587 0.150 -0.147 0.017
H 2.197 -0.723 0.556 0.006
H 2.464 -2.234 -1.525 0.005
H 2.155 1.065 0.488 0.003
Cl 0.203 -0.154 -4.966 0.394
C 1.217 0.486 4.550 -0.007
N 0.149 -0.303 3.820 0.335
C -1.157 -0.433 4.548 0.000
C -0.114 0.071 2.524 0.034
N -0.229 -0.581 1.429 0.099
H 1.160 0.249 5.622 0.000
H 0.971 1.557 4.391 0.019
H 2.245 0.236 4.215 0.007
H -1.894 0.261 4.101 0.010
H -1.544 -1.463 4.456 0.010
H -1.012 -0.182 5.606 0.003

55
Properties=species:S:1:pos:R:3:mulliken_spin:R:1 method="wB97M-V/def2-TZVPD" e_tot_ev=-127057.081 multiplicity=4 de_lowest_kcal_mol=12.1 molar_mass_g_mol=599.49 fmax_ev_per_a=11.656
Co -0.207 -0.428 -0.154 2.797
N -1.886 -1.093 -0.917 0.036
S -2.794 -0.976 -2.144 0.003
O -3.750 0.135 -2.080 0.008
O -3.124 -2.092 -2.988 0.007
F -1.597 -0.263 -3.088 0.001
S -3.194 -1.971 -0.185 0.005
O -3.339 -3.375 -0.516 0.007
O -4.485 -1.302 0.070 0.003
F -2.443 -2.017 1.220 0.002
N 0.885 -1.058 1.378 0.022
S 0.734 -2.473 2.362 0.010
O -0.242 -2.331 3.417 0.005
O 1.870 -3.386 2.535 0.002
F -0.089 -3.285 1.287 0.002
S 2.156 -0.618 2.183 0.006
O 3.521 -0.741 1.533 0.004
O 2.218 -0.443 3.645 0.008
F 1.836 0.954 1.873 0.003
C 2.859 -2.683 -1.803 0.000
C 2.193 -1.440 -2.067 0.001
C 2.297 -0.857 -3.492 0.001
O 0.803 -1.537 -1.738 0.030
H 2.822 -2.840 -0.725 0.000
H 3.874 -2.492 -2.151 0.000
H 2.396 -3.579 -2.215 0.000
H 2.569 -0.704 -1.356 0.001
H 1.872 -1.546 -4.222 0.000
H 3.354 -0.858 -3.761 0.000
H 1.958 0.171 -3.367 0.000
H 0.459 -2.258 -2.271 0.000
C 2.355 2.396 -0.828 -0.001
C 0.809 2.403 -0.672 0.018
C 0.230 3.694 -1.373 0.000
O 0.288 1.253 -1.375 0.015
H 2.836 1.589 -0.277 0.000
H 2.755 3.315 -0.401 0.000
H 2.631 2.373 -1.883 0.000
H 0.505 2.325 0.371 -0.009
H -0.026 4.362 -0.551 0.000
H -0.644 3.439 -1.973 0.000
H 1.010 4.234 -1.910 0.000
H 0.158 1.630 -2.249 0.002
C -1.317 1.985 3.214 -0.002
C -1.857 0.707 2.590 0.008
C -3.404 0.593 2.909 0.002
O -1.591 0.749 1.207 -0.001
H -0.236 2.032 3.080 0.000
H -1.475 2.201 4.271 0.000
H -1.688 2.854 2.670 0.000
H -1.246 -0.076 3.042 0.000
H -3.657 1.148 3.812 0.000
H -3.802 -0.419 2.979 0.000
H -4.053 1.108 2.200 0.000
H -2.107 1.490 0.882 0.003

47
Properties=species:S:1:pos:R:3:mulliken_spin:R:1 method="wB97M-V/def2-TZVPD" e_tot_ev=-62527.230 multiplicity=5 de_lowest_kcal_mol=60.3 molar_mass_g_mol=384.31 fmax_ev_per_a=4.132
Cr 0.764 -0.429 0.731 3.925
C 3.291 2.613 1.014 -0.005
C 2.680 1.257 1.342 -0.024
O 2.961 0.339 0.565 0.044
O 1.803 1.002 2.162 0.034
H 3.885 3.055 1.815 0.000
H 2.449 3.301 0.935 0.000
H 3.836 2.832 0.096 0.001
N 2.127 -3.649 0.736 0.005
O 1.408 -4.491 0.240 0.002
O 1.669 -2.524 1.013 0.008
O 3.315 -3.809 0.949 0.004
C 0.903 -1.487 -2.435 0.008
O 0.837 -0.727 -1.483 -0.014
N 0.569 -2.741 -2.457 0.002
N 1.053 -1.060 -3.676 0.002
H 0.431 -3.184 -1.560 0.001
H 0.433 -3.125 -3.382 0.000
H 1.447 -0.147 -3.853 0.000
H 1.173 -1.786 -4.368 0.000
C -0.455 -1.451 3.475 0.018
O -0.414 -0.598 2.377 -0.022
C -1.615 0.173 2.259 0.006
C -1.295 1.503 1.572 -0.004
N -0.789 1.194 0.272 -0.051
C -0.494 2.352 -0.656 0.026
C -1.749 2.762 -1.403 0.000
O -1.998 1.977 -2.532 0.000
C -2.433 0.590 -2.446 0.000
H 0.406 -2.049 3.775 -0.002
H -1.199 -2.247 3.474 -0.001
H -0.760 -1.004 4.422 0.002
H -1.971 0.463 3.247 0.000
H -2.477 -0.295 1.784 -0.002
H -0.553 2.114 2.085 0.000
H -2.173 2.138 1.459 0.003
H -1.584 0.896 -0.274 0.008
H 0.178 1.956 -1.418 0.008
H -0.053 3.218 -0.162 -0.003
H -1.688 3.778 -1.794 0.000
H -2.554 2.749 -0.669 0.000
H -3.518 0.530 -2.366 0.000
H -1.921 0.003 -1.684 0.007
H -2.033 0.183 -3.375 0.000
O -1.056 -1.781 0.200 0.010
H -1.377 -1.893 -0.695 -0.001
H -1.456 -2.499 0.690 0.006